No. 1
Below is a molecular structure, C22H41NSiY, with properties calculated with ωB97M-V/def2-TZVPD.

## Properties
Molecular weight = 436.569 g/mol
Highest occupied orbital energy = -11.72 eV
Spin multiplicity = 1
Strongest force on any atom = 0.0157 Eh/bohr
Net charge = +1
Gap between HOMO and LUMO = 8.597 eV

Each line ends with the Löwdin charge.
Positions of all 66 atoms, in Å:
Y  -0.61  -0.02  0.90  1.519
C  1.61  -1.01  1.89  -0.090
C  1.37  -1.61  0.62  -0.202
C  1.49  -0.57  -0.37  -0.216
C  1.77  0.63  0.35  -0.102
C  1.86  0.37  1.73  -0.278
C  2.25  1.35  2.82  -0.565
C  1.31  1.24  4.02  -0.055
C  2.22  2.79  2.30  -0.047
C  3.68  1.01  3.27  -0.028
C  1.46  -0.56  -1.91  -0.527
C  1.37  0.87  -2.44  -0.057
C  2.77  -1.15  -2.43  -0.023
C  0.26  -1.31  -2.52  -0.047
C  0.84  -3.05  0.52  -0.525
C  -0.69  -2.95  0.34  -0.053
C  1.47  -3.87  -0.60  -0.030
C  1.08  -3.81  1.83  -0.050
H  1.62  -1.54  2.83  0.113
H  1.94  1.60  -0.10  0.111
H  0.30  1.58  3.76  0.074
H  1.65  1.88  4.84  0.097
H  1.25  0.22  4.40  0.079
H  1.23  3.07  1.92  0.088
H  2.94  2.94  1.50  0.091
H  2.47  3.48  3.10  0.095
H  3.73  0.01  3.69  0.089
H  4.01  1.71  4.03  0.092
H  4.37  1.06  2.43  0.097
H  2.25  1.46  -2.18  0.087
H  0.48  1.40  -2.08  0.080
H  1.31  0.85  -3.53  0.094
H  3.62  -0.57  -2.06  0.096
H  2.79  -1.12  -3.52  0.095
H  2.92  -2.19  -2.13  0.068
H  -0.69  -0.87  -2.19  0.069
H  0.25  -2.37  -2.31  0.054
H  0.29  -1.20  -3.60  0.098
H  -0.99  -2.40  -0.56  0.066
H  -1.16  -2.49  1.23  0.052
H  -1.16  -3.93  0.29  0.113
H  1.28  -3.48  -1.59  0.051
H  1.09  -4.89  -0.57  0.097
H  2.55  -3.91  -0.46  0.102
H  0.57  -3.37  2.68  0.072
H  2.14  -3.86  2.07  0.104
H  0.71  -4.83  1.72  0.096
N  -1.55  -0.64  3.13  0.020
H  -1.01  -0.21  3.88  0.040
H  -1.51  -1.64  3.31  0.060
H  -2.52  -0.36  3.26  0.075
C  -5.82  1.85  -1.94  -0.186
Si  -4.07  2.35  -2.38  0.427
C  -3.81  4.19  -2.23  -0.186
C  -3.58  1.71  -4.07  -0.185
C  -2.93  1.52  -1.15  -0.228
C  -2.19  0.94  -0.37  -0.278
H  -6.52  2.28  -2.65  0.035
H  -6.09  2.20  -0.94  0.032
H  -5.94  0.77  -1.96  0.032
H  -4.44  4.72  -2.95  0.035
H  -2.77  4.46  -2.43  0.032
H  -4.07  4.55  -1.24  0.032
H  -4.21  2.14  -4.84  0.035
H  -3.68  0.62  -4.13  0.031
H  -2.55  1.96  -4.30  0.029

---

No. 2
Below is a molecular structure, C9H22CuF3N2O13S3 at a distorted geometry, with properties calculated with ωB97M-V/def2-TZVPD.

## Properties
Energy relative to the best compared isomer or geometry (same formula, charge and spin) = 0.000 eV
Molecular weight = 583.017 g/mol
Highest occupied orbital energy (alpha / beta) = 1.25 / 1.26 eV
Spin multiplicity = 2
Strongest force on any atom = 0.0446 Eh/bohr
Net charge = -3
Gap between HOMO and LUMO (alpha / beta) = 4.685 / 4.674 eV

Each line ends with the Mulliken spin population.
Positions of all 53 atoms, in Å:
Cu  14.67  -9.68  -17.58  0.735
S  15.50  -11.24  -14.59  0.005
O  15.84  -10.03  -13.83  -0.001
O  16.78  -11.90  -15.07  0.001
O  14.70  -12.20  -13.82  0.009
O  14.79  -10.88  -15.88  0.047
S  13.53  -7.70  -16.14  -0.004
O  12.92  -8.99  -16.68  0.098
O  13.72  -7.72  -14.70  0.004
O  14.86  -7.66  -16.87  0.018
O  12.69  -6.56  -16.56  0.005
C  13.68  -13.52  -20.35  0.000
F  12.65  -14.20  -20.88  0.000
F  14.73  -14.35  -20.39  0.000
F  13.98  -12.53  -21.22  0.000
S  13.34  -12.95  -18.58  -0.001
O  11.91  -12.76  -18.62  0.000
O  13.82  -14.08  -17.85  0.000
O  14.15  -11.75  -18.48  -0.002
C  18.57  -9.50  -15.85  0.007
C  17.64  -9.14  -17.01  -0.012
C  18.40  -8.61  -18.20  -0.002
O  19.34  -9.60  -18.67  -0.001
C  20.40  -9.06  -19.36  0.000
N  16.75  -10.27  -17.40  0.081
H  19.34  -8.71  -15.77  -0.001
H  19.09  -10.43  -16.09  0.000
H  18.04  -9.57  -14.91  -0.001
H  16.97  -8.34  -16.65  0.001
H  18.91  -7.68  -17.92  0.000
H  17.75  -8.40  -19.06  0.001
H  20.92  -9.87  -19.90  0.000
H  21.12  -8.58  -18.69  0.000
H  20.09  -8.37  -20.17  0.000
H  17.22  -10.79  -18.13  0.000
H  16.72  -10.91  -16.58  -0.003
C  12.91  -7.47  -21.13  0.002
C  12.98  -8.30  -19.84  -0.004
C  12.28  -9.63  -20.02  -0.005
O  11.04  -9.46  -20.67  0.000
C  10.58  -10.66  -21.23  0.000
N  14.40  -8.53  -19.46  0.022
H  13.32  -8.07  -21.95  0.000
H  13.45  -6.52  -21.06  0.000
H  11.87  -7.25  -21.40  0.000
H  12.49  -7.76  -19.02  0.000
H  12.19  -10.16  -19.07  0.000
H  12.96  -10.30  -20.58  0.001
H  9.53  -10.54  -21.48  0.000
H  10.75  -11.52  -20.58  0.000
H  11.10  -10.84  -22.19  0.000
H  14.79  -7.60  -19.35  0.000
H  14.85  -9.02  -20.22  -0.001